Entry 1:
Formula: C22H42Cl3DyN2O3SSi
Source: OMol25
Level of theory: the ωB97M-V functional and the def2-TZVPD basis

Structure (XYZ):
```
75
Properties=species:S:1:pos:R:3:forces:R:3:mulliken_spin:R:1
C 2.5864 -2.5649 -6.9593 0.016 0.049 0.543 -0.0013
C 1.9761 -1.7234 -8.0270 -0.546 0.122 -1.178 -0.0006
H 2.1029 -3.5495 -6.9314 0.161 0.106 0.094 0.0000
H 2.4372 -2.0878 -5.9827 0.290 -0.342 -0.431 0.0013
H 3.6616 -2.7200 -7.1352 -0.218 0.017 -0.002 -0.0001
C 1.8396 -2.2060 -9.2758 0.098 0.713 0.432 0.0000
C 2.2414 -3.5877 -9.6651 0.077 -0.467 -0.254 0.0001
H 1.4616 -1.5842 -10.0909 0.099 -0.130 0.409 0.0000
H 1.7795 -4.3447 -9.0152 0.157 0.133 -0.110 0.0000
H 3.3309 -3.7380 -9.6241 -0.218 0.026 0.055 0.0000
H 1.9220 -3.7924 -10.6921 0.091 -0.063 0.153 0.0000
Dy 0.8295 0.1337 -2.3431 0.851 -0.389 -0.645 5.1656
Cl 2.0796 -0.2369 -0.2151 0.081 -0.060 0.230 -0.0425
Cl 2.2968 1.7773 -3.6469 -0.094 0.103 0.019 -0.0550
C -0.0953 3.1543 -2.0581 -0.253 -1.411 -0.265 -0.0007
O -0.4656 1.9488 -1.8577 0.115 2.293 0.194 -0.0322
N -0.8576 4.0782 -2.6335 0.160 -0.421 0.142 0.0002
C -2.2600 3.7956 -2.9181 -0.105 -0.261 -0.237 0.0000
C -0.2191 5.2141 -3.2966 0.373 0.124 0.037 -0.0001
H 0.9277 3.4578 -1.8059 -0.200 0.032 -0.100 -0.0017
H -2.7092 3.2925 -2.0554 0.100 0.141 -0.194 0.0000
H -2.3695 3.1395 -3.7964 0.047 0.244 0.222 0.0000
H -2.7637 4.7482 -3.1130 0.063 -0.265 0.094 0.0000
H 0.6762 5.4931 -2.7239 -0.305 0.046 -0.198 0.0001
H -0.9193 6.0546 -3.3454 0.214 -0.172 0.126 0.0000
H 0.1071 4.9548 -4.3197 -0.258 -0.005 0.386 -0.0001
H -0.9647 -5.1828 -0.4633 -0.215 0.040 -0.162 0.0000
H -0.3872 -3.4133 -3.5029 -0.362 -0.063 0.060 0.0006
C -1.8367 -4.6844 -0.9094 0.191 -0.135 0.408 0.0001
C -1.3962 -3.6311 -3.1329 0.234 0.009 -0.064 0.0008
N -1.4323 -3.5122 -1.6741 0.005 0.318 0.261 0.0005
H -2.5233 -4.4051 -0.1028 0.061 -0.109 -0.206 0.0000
C -1.0599 -2.3960 -1.0635 0.120 0.605 -0.764 0.0062
O -0.7276 -1.3534 -1.6813 -0.950 -1.364 0.995 0.0179
H -2.0964 -2.9319 -3.6014 0.073 -0.111 0.100 -0.0002
H -1.0694 -2.4198 0.0387 -0.002 0.007 -0.258 -0.0002
H -2.3245 -5.3781 -1.5985 -0.013 0.129 0.353 0.0000
H -1.6773 -4.6586 -3.3621 0.020 0.200 -0.204 -0.0001
O 0.5568 -0.4076 -6.5947 -1.067 0.111 -0.031 0.0013
C 1.5386 -0.3118 -7.6218 0.216 -0.146 0.055 0.0008
C -0.0107 0.2261 -9.5648 0.012 0.455 -0.274 0.0000
C 1.0860 0.5682 -8.7722 0.391 -0.042 0.160 0.0000
H -0.4946 -0.7442 -9.4242 0.025 0.485 0.048 0.0000
C -0.4525 1.1207 -10.5515 0.135 -0.257 0.281 0.0000
H 2.4190 0.1414 -7.1363 -0.125 0.125 -0.240 0.0001
C 1.7865 1.7573 -9.0071 -0.224 -0.446 -0.069 0.0001
H -1.3386 0.8732 -11.1384 0.279 0.095 0.078 0.0000
C 0.2343 2.3154 -10.7698 -0.070 0.075 0.025 0.0000
C 1.3660 2.6205 -10.0105 0.071 0.126 -0.015 0.0000
H 2.6622 1.9613 -8.3833 -0.323 0.122 -0.268 0.0000
H -0.1177 3.0198 -11.5290 0.143 -0.279 0.235 0.0000
H 1.9237 3.5407 -10.1863 -0.208 -0.181 -0.029 0.0000
Si -0.7998 0.4553 -6.1243 0.914 0.383 -1.714 -0.0052
Cl 1.0446 -1.7025 -4.2424 0.509 -0.068 1.397 -0.0429
C -2.2386 -0.0298 -7.2228 -0.351 0.047 0.020 0.0000
C -0.3939 2.2761 -6.3532 -0.178 0.181 0.028 0.0009
C -1.4329 0.2603 -4.3907 0.120 -0.350 0.498 0.0031
H -2.2226 0.4871 -8.1931 0.015 -0.221 0.303 0.0000
H -3.1711 0.2474 -6.7056 0.130 -0.111 -0.221 0.0002
H -2.2531 -1.1164 -7.3924 -0.025 0.245 -0.010 -0.0001
H -1.2353 -0.7560 -4.0220 -0.143 0.434 0.039 -0.0060
H -2.5192 0.4125 -4.3561 0.173 0.102 -0.110 -0.0004
H -1.0041 1.0387 -3.7331 -0.284 -0.380 -0.313 -0.0107
H -0.1894 2.5257 -7.4036 -0.067 -0.068 0.296 0.0000
H 0.4873 2.5386 -5.7489 -0.171 -0.051 -0.133 -0.0002
H -1.2417 2.8951 -6.0237 0.115 -0.019 -0.020 -0.0001
C -0.9188 0.9875 2.5580 0.525 0.755 0.308 0.0001
S -2.0361 1.1277 1.1642 0.279 -0.192 -0.302 0.0003
C -3.0866 -0.2774 1.5208 -0.723 0.003 -0.292 -0.0001
H 0.1075 1.0643 2.1790 -0.186 -0.078 0.226 -0.0001
H -1.0486 0.0391 3.0839 0.065 0.194 -0.139 0.0000
H -1.1246 1.8248 3.2375 0.247 -0.364 0.045 0.0000
H -2.6213 -0.9488 2.2460 -0.103 0.100 -0.180 0.0000
H -4.0344 0.1078 1.9094 0.045 -0.452 0.015 0.0000
H -3.2622 -0.8083 0.5784 -0.118 -0.018 0.261 0.0001
```
Positions in Å, forces in eV/Å.

electronic energy: -4152.2199 a.u.
multiplicity: 6
energy above the lowest of the compared OMol25 structures with the same formula, charge and spin: 246.6 kJ/mol
HOMO level (alpha / beta): -8.33 / -8.34 eV
expectation value of S²: 9.26


Entry 2:
Formula: C4H5MnO5
Source: OMol25
Level of theory: the ωB97M-V functional and the def2-TZVPD basis

Structure (XYZ):
```
15
Properties=species:S:1:pos:R:3:forces:R:3:mulliken_spin:R:1
O 1.5169 0.0067 -0.6619 -0.121 -0.353 -0.881 -0.0391
O 1.5178 -2.2058 -0.2587 -0.659 0.453 -0.469 0.0023
C 0.9355 -1.1647 -0.4188 1.031 -0.523 1.301 -0.0119
C -0.5457 -1.0014 -0.1232 -0.350 -0.864 -0.291 -0.0022
O -0.8994 0.3663 -0.0944 -0.317 -0.175 0.310 -0.0722
C -2.2519 0.6052 0.2796 -0.427 0.032 0.082 -0.0343
Mn 0.4726 1.8328 -0.7628 0.400 1.001 -0.316 6.1553
H -0.7525 -1.4734 0.8493 0.109 0.113 -0.233 0.0009
H -1.1242 -1.5358 -0.8945 0.059 0.151 0.207 -0.0037
H -2.3818 1.6914 0.3354 -0.003 -0.306 -0.042 0.0348
H -2.9319 0.1831 -0.4741 0.146 0.116 0.196 0.0018
H -2.4562 0.1542 1.2609 0.057 0.111 -0.229 -0.0006
O 2.3913 1.8479 0.2816 -0.134 -0.027 -0.450 -0.0470
C 2.8088 0.6966 0.1628 1.560 -0.108 1.867 0.0132
O 3.7010 -0.0031 0.5187 -1.351 0.378 -1.051 0.0029
```
Positions in Å, forces in eV/Å.

electronic energy: -1682.5869 a.u.
multiplicity: 7
HOMO level (alpha / beta): -6.70 / -10.88 eV
expectation value of S²: 12.00


Entry 3:
Formula: C7H19N2O
Source: OMol25
Level of theory: the ωB97M-V functional and the def2-TZVPD basis

Structure (XYZ):
```
29
Properties=species:S:1:pos:R:3:forces:R:3:lowdin_charge:R:1
C 1.6135 -1.6960 1.7722 -1.684 -1.644 -2.683 -0.0777
C -0.1809 2.1772 -2.5640 -1.706 -2.984 3.164 -0.0146
C -0.3023 -1.7167 -1.8499 -0.734 1.640 -1.932 -0.0667
C 1.4190 -0.2381 1.9934 -0.596 -0.016 0.785 -0.1486
C -0.5266 1.7590 -1.0102 1.319 1.249 -2.321 -0.2216
C -1.0766 -0.7209 -1.0431 -1.440 -0.920 0.281 -0.2932
C 0.0543 0.3101 1.9245 -2.642 -0.814 0.996 -0.3598
N -1.0244 -0.4743 2.0996 1.617 0.164 0.510 0.2268
N -0.2350 0.3851 -0.6401 0.451 0.375 1.028 -0.0752
O -0.0336 1.6010 2.0341 2.467 -0.224 -0.772 0.1785
H 1.5783 -2.2799 2.6520 0.711 -0.517 1.012 0.0735
H 0.8736 -2.2568 1.1084 0.095 1.252 0.714 0.1012
H 2.4497 -1.8475 1.1143 1.055 -0.238 0.595 0.0873
H -0.6738 1.5278 -3.2447 -0.303 -0.947 -0.581 0.0563
H -0.5202 3.1128 -2.8228 -0.144 2.459 -0.141 0.0452
H 0.8335 1.9798 -2.5207 2.207 0.268 -0.959 0.0435
H 0.0946 -1.1916 -2.7191 -0.002 -0.049 -0.281 0.0866
H 0.5140 -1.8462 -1.2424 2.265 -1.524 1.234 0.0286
H -0.7943 -2.5987 -2.2247 -0.215 -0.351 0.474 0.0916
H 1.9490 0.3377 1.2821 0.966 0.753 -0.420 0.1211
H 1.7713 -0.0429 3.0162 0.108 0.588 -0.319 0.1579
H -1.4739 2.1370 -0.7581 -1.647 -0.220 0.470 0.0886
H 0.1637 2.4149 -0.4801 0.096 -0.194 0.405 0.0986
H -1.6152 -1.3306 -0.2597 1.078 0.845 0.460 0.1099
H -1.9540 -0.3710 -1.5239 -0.644 0.826 -1.126 0.1049
H -1.9418 -0.0829 2.0021 -0.333 -0.041 0.214 0.1362
H -0.9003 -1.3939 2.5516 -0.222 0.718 -0.890 0.1574
H 0.7532 0.2565 -0.8591 -0.410 -0.519 -0.096 0.1216
H -0.8148 2.0892 2.2122 -1.714 0.066 0.180 0.1419
```
Positions in Å, forces in eV/Å.

electronic energy: -462.5607 a.u.
total charge: +1
energy above the lowest of the compared OMol25 structures with the same formula, charge and spin: 306.9 kJ/mol
HOMO level: -12.50 eV


Question: What is the formula in the third record?
Answer: C7H19N2O


Question: What is the formula in the third record?
Answer: C7H19N2O